Entry 1:
{"formula": "C41H76O41", "method": "wB97M-V/def2-TZVPD", "symbols": ["C", "O", "H", "H", "H", "H", "C", "O", "H", "H", "H", "H", "C", "O", "H", "H", "H", "H", "C", "O", "H", "H", "H", "H", "C", "O", "H", "H", "H", "H", "C", "O", "H", "H", "H", "H", "C", "O", "H", "H", "H", "H", "C", "O", "H", "H", "H", "H", "C", "C", "O", "C", "O", "O", "H", "H", "H", "H", "C", "C", "O", "C", "O", "O", "H", "H", "H", "H", "C", "C", "O", "C", "O", "O", "H", "H", "H", "H", "C", "C", "O", "C", "O", "O", "H", "H", "H", "H", "C", "C", "O", "C", "O", "O", "H", "H", "H", "H", "C", "C", "O", "C", "O", "O", "H", "H", "H", "H", "C", "C", "O", "C", "O", "O", "H", "H", "H", "H", "C", "C", "O", "C", "O", "O", "H", "H", "H", "H", "C", "C", "O", "C", "O", "O", "H", "H", "H", "H", "C", "C", "O", "C", "O", "O", "H", "H", "H", "H", "C", "C", "O", "C", "O", "O", "H", "H", "H", "H"], "coordinates": [[-24.59264, -10.46037, 5.92030], [-24.32102, -10.03948, 4.58819], [-24.14045, -11.42955, 6.13455], [-24.09259, -9.69000, 6.51029], [-25.63102, -10.46991, 6.24301], [-24.79984, -10.58703, 3.95191], [-17.14295, -14.14053, 2.08043], [-17.85434, -13.24088, 1.23075], [-16.04655, -14.09976, 1.88385], [-17.23898, -13.82891, 3.13576], [-17.48602, -15.17289, 1.97419], [-17.73881, -12.28565, 1.55392], [-17.28719, -12.16586, -2.08426], [-17.90941, -13.33114, -1.52928], [-16.57567, -11.70502, -1.43660], [-17.04076, -12.31797, -3.13590], [-18.15794, -11.49490, -2.09150], [-17.74364, -13.44501, -0.54883], [-23.49189, -14.80444, 4.50347], [-22.37915, -15.29094, 3.75397], [-23.60229, -13.75191, 4.20798], [-24.35350, -15.28229, 4.04826], [-23.49339, -14.93616, 5.58125], [-21.56371, -14.96897, 4.11030], [-18.30890, -9.62268, 1.73760], [-17.82517, -10.80857, 2.34589], [-19.37923, -9.52976, 1.71375], [-17.78830, -8.80231, 2.23697], [-17.91403, -9.62899, 0.69379], [-18.27587, -10.92082, 3.20495], [-21.72070, -7.98296, 3.60383], [-21.67692, -9.27701, 4.13487], [-22.04829, -7.29750, 4.36868], [-20.70528, -7.75806, 3.28343], [-22.39340, -7.97844, 2.74972], [-22.57829, -9.67049, 4.27323], [-20.74902, -12.12765, 3.29842], [-19.85896, -11.31316, 4.03411], [-20.44649, -13.16952, 3.10502], [-21.71210, -12.30481, 3.80980], [-20.79323, -11.76747, 2.28045], [-20.30827, -10.48120, 4.28013], [-25.40373, -12.61229, -4.20953], [-24.52668, -13.05340, -3.15797], [-25.37746, -11.52654, -4.27062], [-24.97324, -13.00726, -5.13061], [-26.41301, -13.02895, -4.06548], [-23.65267, -12.70660, -3.44924], [-20.97152, -5.46744, -0.74139], [-21.11995, -6.24268, 0.63625], [-19.79100, -6.59993, 0.93139], [-19.04488, -6.52310, -0.20966], [-17.93867, -6.93406, -0.33050], [-19.70928, -5.93444, -1.19661], [-20.94727, -4.37867, -0.76305], [-21.73114, -5.78793, -1.47106], [-21.69257, -7.14782, 0.48313], [-21.50187, -5.67176, 1.46355], [-28.24933, -12.50664, 1.60504], [-27.81228, -13.84432, 2.24747], [-26.55917, -13.51900, 2.86642], [-26.15031, -12.34275, 2.41495], [-25.08193, -11.88107, 2.67974], [-27.07953, -11.70896, 1.68478], [-29.04626, -12.00817, 2.16715], [-28.48107, -12.69463, 0.54558], [-27.66741, -14.59696, 1.45998], [-28.47791, -14.24829, 3.02858], [-20.77922, -10.61655, -7.43908], [-22.30538, -10.91419, -7.73369], [-22.57620, -11.90534, -6.75577], [-21.72093, -11.72841, -5.73141], [-21.88556, -12.22981, -4.68493], [-20.68328, -10.94401, -6.06509], [-20.31010, -9.64293, -7.55822], [-20.15290, -11.36568, -7.91591], [-22.47887, -11.27111, -8.74343], [-22.90272, -10.02020, -7.53230], [-22.00866, -7.87963, -5.08223], [-21.87239, -8.74427, -3.86880], [-23.03106, -9.57240, -3.90172], [-23.97868, -8.89864, -4.52235], [-25.11627, -9.21869, -4.51181], [-23.42892, -7.80301, -5.15118], [-21.60506, -8.36217, -5.98482], [-21.52209, -6.90318, -4.98227], [-21.90037, -8.19822, -2.91930], [-21.02471, -9.43621, -3.95862], [-25.65260, -7.54256, 1.00544], [-26.37294, -8.41443, -0.04283], [-25.69902, -8.24644, -1.25414], [-24.52878, -7.58413, -0.92322], [-23.69963, -7.34786, -1.72899], [-24.42108, -7.32032, 0.40744], [-25.58468, -8.09505, 1.94364], [-26.10805, -6.56955, 1.19317], [-27.44329, -8.30004, -0.12434], [-26.11354, -9.42285, 0.30086], [-18.35857, -7.74663, -3.80622], [-16.86520, -8.26198, -4.17405], [-16.94812, -8.74104, -5.48747], [-18.14512, -8.45000, -6.02638], [-18.46624, -8.68025, -7.12135], [-18.93581, -7.84455, -5.13539], [-18.49891, -6.71723, -3.47340], [-18.92676, -8.42290, -3.14502], [-16.52742, -9.02347, -3.46680], [-16.14496, -7.43934, -4.13520], [-24.41417, -15.60226, -1.28446], [-24.16615, -14.61779, -0.08731], [-25.43036, -13.96586, 0.07472], [-26.30237, -14.42349, -0.80342], [-27.38557, -13.96335, -0.96125], [-25.83697, -15.47625, -1.51572], [-24.17943, -16.64186, -1.03842], [-23.87417, -15.23803, -2.16217], [-23.38320, -13.86511, -0.20906], [-23.97993, -15.13894, 0.86228], [-20.50229, -14.98872, -3.36348], [-20.90343, -14.11360, -2.16975], [-21.16690, -15.07413, -1.12522], [-20.52030, -16.25315, -1.47717], [-20.34817, -17.10942, -0.70070], [-20.16184, -16.23215, -2.73944], [-19.52704, -14.62838, -3.70893], [-21.16251, -15.13366, -4.21569], [-21.76529, -13.53006, -2.42214], [-20.10635, -13.43690, -1.90144], [-27.95991, -10.16254, -3.36074], [-27.85275, -11.21379, -2.21937], [-28.54558, -10.59171, -1.15224], [-29.27455, -9.57909, -1.57297], [-29.98675, -8.92342, -0.91764], [-29.09278, -9.41322, -2.90039], [-28.17748, -10.61550, -4.34754], [-27.08966, -9.47697, -3.45788], [-26.83725, -11.45481, -1.86050], [-28.33545, -12.16340, -2.48147], [-14.17747, -7.87868, 0.54255], [-14.99851, -7.79119, -0.77545], [-13.98042, -8.11575, -1.72856], [-12.91194, -8.67994, -1.12537], [-11.96543, -9.11255, -1.67317], [-13.05564, -8.70773, 0.22022], [-14.69109, -8.28295, 1.40823], [-13.79614, -6.85266, 0.77829], [-15.37585, -6.77752, -0.95248], [-15.81148, -8.51827, -0.79659], [-22.97564, -10.96336, -1.02693], [-22.80445, -10.37673, 0.34013], [-21.77674, -9.40714, 0.12069], [-21.02186, -9.84077, -0.93981], [-20.01098, -9.32201, -1.31626], [-21.57188, -10.91172, -1.49015], [-23.63609, -10.47226, -1.73803], [-23.24719, -12.00142, -0.82465], [-22.38362, -11.15765, 1.00056], [-23.66048, -9.85552, 0.74997]], "homo_ev": -9.378, "charge": 0, "homo_lumo_gap_ev": 9.549}

***

Entry 2:
{"formula": "C22H48F12N6NiO13S4", "method": "wB97M-V/def2-TZVPD", "symbols": ["Ni", "C", "F", "F", "F", "S", "O", "O", "N", "S", "O", "O", "C", "F", "F", "F", "C", "F", "F", "F", "S", "O", "O", "N", "S", "O", "O", "C", "F", "F", "F", "C", "C", "C", "O", "C", "N", "H", "H", "H", "H", "H", "H", "H", "H", "H", "H", "H", "C", "C", "C", "O", "C", "N", "H", "H", "H", "H", "H", "H", "H", "H", "H", "H", "H", "C", "C", "C", "O", "C", "N", "H", "H", "H", "H", "H", "H", "H", "H", "H", "H", "H", "C", "O", "C", "C", "N", "C", "C", "O", "C", "H", "H", "H", "H", "H", "H", "H", "H", "H", "H", "H", "H", "H", "H", "H"], "coordinates": [[15.50303, -23.97929, 21.17376], [15.44072, -26.50294, 18.19541], [14.82272, -25.45326, 17.64421], [14.59879, -27.09998, 19.04421], [15.77905, -27.35788, 17.23556], [17.01594, -25.88936, 19.04314], [17.96967, -26.91480, 18.89264], [17.26917, -24.61336, 18.46816], [16.47556, -25.66354, 20.62309], [16.64528, -27.00408, 21.52292], [15.96162, -26.84112, 22.77957], [16.40435, -28.20700, 20.79930], [18.40586, -26.98007, 22.10061], [18.58070, -25.94547, 22.91177], [18.58926, -28.11053, 22.77512], [19.30335, -26.91096, 21.12890], [18.58399, -20.83199, 20.51276], [18.15172, -21.08814, 19.26322], [19.89968, -20.85924, 20.52869], [18.14860, -19.65744, 20.89093], [18.01943, -22.24460, 21.57205], [18.40071, -23.39130, 20.81828], [18.60302, -22.08352, 22.84920], [16.34167, -22.20154, 21.56575], [15.73046, -21.06795, 22.56729], [14.69470, -21.64129, 23.35737], [16.65223, -20.19338, 23.19539], [14.79761, -20.01707, 21.38723], [14.18426, -19.06339, 22.08789], [15.59332, -19.44291, 20.48089], [13.87805, -20.72444, 20.74935], [17.36671, -20.97664, 28.65728], [17.12374, -20.80104, 27.17402], [15.65128, -20.79696, 26.86514], [14.89156, -21.84488, 27.44135], [13.53914, -21.68659, 27.18182], [17.72097, -19.52072, 26.75274], [18.41806, -20.92564, 28.91957], [16.90436, -21.88129, 29.06362], [16.77570, -20.22427, 29.20438], [17.64124, -21.57414, 26.59578], [15.41629, -20.63631, 25.80600], [15.30132, -19.84388, 27.32018], [13.11781, -20.72902, 27.53243], [13.00566, -22.45365, 27.75074], [13.26606, -21.76364, 26.11869], [17.60848, -18.83958, 27.49523], [17.28026, -19.15470, 25.91581], [11.37938, -16.71520, 17.81207], [12.81422, -17.22987, 17.64148], [13.51199, -17.35733, 18.96696], [13.51954, -16.08790, 19.59467], [14.18098, -16.11042, 20.82261], [12.90094, -18.52190, 16.94819], [10.86893, -17.08424, 18.71382], [10.73509, -16.99077, 16.97468], [11.33814, -15.63280, 17.95731], [13.35446, -16.45122, 17.09820], [14.54945, -17.68037, 18.78579], [13.07595, -18.11646, 19.63820], [15.12600, -16.67157, 20.76775], [13.59239, -16.56566, 21.62565], [14.44904, -15.08382, 21.06664], [12.35099, -19.18440, 17.49419], [12.41416, -18.48070, 16.05867], [10.68443, -20.79992, 21.82867], [11.54083, -20.73198, 23.08030], [10.84486, -20.08506, 24.24057], [9.51691, -20.58342, 24.30511], [8.85472, -20.16090, 25.46854], [12.00722, -22.10352, 23.36930], [10.04257, -21.68814, 21.84534], [11.32886, -21.01949, 20.96704], [10.08877, -19.92073, 21.60649], [12.44413, -20.16796, 22.83669], [10.74896, -19.00858, 24.03246], [11.41680, -20.22634, 25.16533], [9.26039, -20.62837, 26.37074], [7.78683, -20.35760, 25.36494], [8.88661, -19.06613, 25.61075], [12.41081, -22.11349, 24.30649], [11.13626, -22.62793, 23.52032], [15.29676, -22.38321, 18.26686], [14.70221, -23.19771, 19.29561], [13.28320, -23.26026, 19.18292], [12.75336, -24.18420, 20.23470], [13.44988, -23.91020, 21.50275], [13.32100, -25.09473, 22.40778], [14.05600, -24.82749, 23.67890], [15.34368, -24.38433, 23.31500], [16.21846, -24.19420, 24.41814], [16.31060, -22.73676, 18.13067], [15.38348, -21.33580, 18.57720], [14.70050, -22.42308, 17.35809], [12.95128, -23.52816, 18.17352], [12.91671, -22.23221, 19.30816], [12.91498, -25.23269, 19.97917], [11.67509, -24.01293, 20.32194], [12.93280, -23.16679, 22.00992], [13.81486, -25.94121, 21.92407], [12.26637, -25.33947, 22.56479], [14.10148, -25.76761, 24.25138], [13.58507, -24.13459, 24.38932], [16.35994, -25.14393, 24.94116], [15.75174, -23.49302, 25.11700], [17.16426, -23.83016, 24.03160]], "homo_ev": [-9.306, -9.306], "charge": 0, "homo_lumo_gap_ev": [9.428, 8.483], "multiplicity": 3}

***

Entry 3:
{"formula": "C30H25As2Cl3CoN3O16S2", "method": "wB97M-V/def2-TZVPD", "symbols": ["Co", "S", "C", "N", "C", "C", "C", "C", "C", "C", "S", "H", "H", "H", "H", "O", "C", "O", "C", "C", "C", "C", "C", "C", "N", "O", "O", "N", "O", "O", "H", "H", "H", "C", "O", "C", "O", "C", "C", "As", "C", "C", "C", "As", "C", "C", "O", "O", "C", "C", "O", "O", "C", "C", "O", "O", "C", "H", "H", "H", "H", "H", "H", "H", "H", "H", "H", "H", "H", "H", "H", "H", "H", "H", "H", "Cl", "C", "Cl", "Cl", "C", "O", "O"], "coordinates": [[2.12255, 1.74260, 1.44655], [2.66875, 3.86960, 2.70095], [1.26735, 4.17700, 1.82895], [0.85105, 3.35870, 0.88835], [-0.33415, 3.75570, 0.33385], [-1.02225, 3.14520, -0.71635], [-2.24495, 3.65760, -1.09865], [-2.80375, 4.76210, -0.46155], [-2.11875, 5.41060, 0.55035], [-0.88255, 4.91470, 0.92245], [0.19035, 5.53200, 2.15345], [-0.58775, 2.29580, -1.22135], [-2.78025, 3.18020, -1.90575], [-3.77375, 5.12100, -0.76935], [-2.52975, 6.27330, 1.05355], [2.88905, -1.78860, -0.16315], [2.26725, -0.75240, -0.31855], [1.74435, -0.04280, 0.60555], [1.95075, -0.29700, -1.73375], [1.71665, 1.03610, -2.04425], [1.36325, 1.36860, -3.34825], [1.22245, 0.40070, -4.33085], [1.45255, -0.92410, -3.99215], [1.82485, -1.27790, -2.70325], [1.27565, -1.95130, -4.98145], [1.06675, -1.60370, -6.12605], [1.35775, -3.10810, -4.62315], [1.05315, 2.73520, -3.69325], [0.87005, 2.99260, -4.86645], [0.97755, 3.54950, -2.80025], [1.81405, 1.79930, -1.28025], [0.92265, 0.67520, -5.33175], [2.01005, -2.31110, -2.44535], [-3.67325, 0.14160, -3.06095], [-3.14625, -0.42680, -1.86775], [-1.81525, -0.38880, -1.74385], [-1.09435, 0.23160, -2.48725], [-1.34625, -1.03950, -0.49835], [-1.25235, -2.36930, -0.42875], [-0.78445, -3.49370, 1.08315], [0.92715, -4.20280, 0.41985], [-0.11785, -2.13250, 2.31235], [-0.29075, -0.80750, 2.26915], [-0.90675, 0.32440, 0.81835], [-2.79745, 0.49730, 1.45115], [0.08935, -0.04220, 3.45955], [0.04575, -0.48130, 4.58535], [0.35515, 1.26750, 3.21595], [0.50965, 2.03960, 4.41085], [0.68605, -2.76300, 3.39845], [1.88465, -2.74300, 3.37615], [0.05665, -3.49100, 4.34175], [-1.34415, -3.40960, 4.49355], [-1.72895, -3.14050, -1.58775], [-1.86055, -2.72050, -2.71115], [-2.06375, -4.39270, -1.21555], [-2.69165, -5.19420, -2.20495], [-4.74805, 0.21960, -2.90595], [-3.43965, -0.51510, -3.90215], [-3.23755, 1.12720, -3.23895], [0.76045, -4.67480, -0.54945], [1.31195, -4.95170, 1.11475], [1.67025, -3.41130, 0.32335], [-3.22685, -0.45200, 1.77135], [-3.39425, 0.90570, 0.63695], [-2.81985, 1.20970, 2.27645], [0.65705, 3.07220, 4.11035], [1.37415, 1.69420, 4.98015], [-0.38025, 1.94430, 5.03805], [-1.54965, -3.46390, 5.56405], [-1.83285, -4.25390, 3.98795], [-1.73785, -2.46590, 4.10185], [-2.87945, -6.15920, -1.74095], [-2.04695, -5.30380, -3.07875], [-3.63295, -4.73390, -2.51595], [3.63915, 0.54760, 2.90615], [5.15885, 0.77610, 2.04365], [5.94295, -0.78120, 1.85195], [6.19165, 1.83820, 3.00255], [4.97215, 1.46590, 0.59405], [5.95895, 1.45460, -0.09685], [3.84725, 1.95160, 0.36715]], "homo_ev": [-5.831, -5.829], "charge": -1, "homo_lumo_gap_ev": [7.350, 7.348], "multiplicity": 2}

***

Entry 4:
{"formula": "C7H12", "method": "wB97M-V/def2-TZVPD", "symbols": ["C", "C", "C", "C", "C", "C", "C", "H", "H", "H", "H", "H", "H", "H", "H", "H", "H", "H", "H"], "coordinates": [[2.16685, -0.18979, 2.06993], [1.23278, 0.84596, 1.80846], [0.36017, 0.31914, 0.52547], [-0.70744, 1.41631, 0.14013], [-1.40749, 0.82472, -0.94966], [-1.72478, -0.03893, -1.79663], [-2.01451, -1.00724, -2.67388], [1.91435, -1.03079, 2.70862], [0.16195, -2.27140, -1.14954], [3.12942, -0.22023, 1.56843], [0.49475, 1.01356, 2.59980], [1.67559, 1.79238, 1.48140], [-0.13854, -0.61151, 0.79683], [1.03153, 0.14000, -0.31526], [-1.34294, 1.60932, 1.01272], [-0.18067, 2.34076, -0.12423], [-0.39222, -2.09110, -1.62663], [-1.52049, -1.05980, -3.63944], [-2.73830, -1.78136, -2.43652]], "homo_ev": [-7.745, -7.663], "charge": 0, "homo_lumo_gap_ev": [7.355, 8.095]}

***

Entry 5:
{"formula": "C6H10O", "method": "wB97M-V/def2-TZVPD", "symbols": ["C", "C", "C", "C", "C", "C", "O", "H", "H", "H", "H", "H", "H", "H", "H", "H", "H"], "coordinates": [[-0.56762, 1.19365, -2.09967], [-0.54197, 0.46233, -0.78258], [0.41677, 0.65150, 0.13948], [0.63648, -0.15509, 1.39965], [1.28340, -1.51321, 1.10718], [-1.54844, -0.61486, -0.66129], [-2.33517, -0.43343, 0.37282], [-1.51171, 1.73450, -2.23327], [-0.48019, 0.48832, -2.93306], [0.25104, 1.91626, -2.16089], [1.20665, 1.36346, -0.10442], [-0.29547, -0.32529, 1.94728], [1.27719, 0.41733, 2.07765], [1.49146, -2.06476, 2.03127], [0.61660, -2.12053, 0.48622], [2.22152, -1.39394, 0.55326], [-2.12055, 0.39377, 0.86036]], "homo_ev": -8.433, "charge": 0, "homo_lumo_gap_ev": 9.068}